Version i
This record from the Open Molecules 2025 dataset describes an isolated ion of composition C4H12NO and charge +1. The level of theory is the ωB97M-V functional and the def2-TZVPD basis.

Results
SMILES: CC[NH2+]CCO
Charge: +1

```
18
Properties=species:S:1:pos:R:3:lowdin_charge:R:1
C -1.51398 -0.78641 1.36886 -0.09
C -1.12614 -0.95398 -0.24067 -0.18
N 0.38022 -1.05360 -0.33802 -0.03
C 1.06244 0.13159 -0.98467 -0.12
C 1.09136 1.46138 0.01786 -0.20
O 1.31765 2.71015 -0.73083 -0.10
H -0.95540 0.09620 1.89567 0.08
H -2.68278 -0.72098 1.42488 0.11
H -1.14576 -1.80302 1.87523 0.11
H -1.61458 -0.14160 -0.92701 0.15
H -1.55104 -2.02859 -0.54175 0.16
H 0.74248 -1.18088 0.64306 0.18
H 0.60645 -1.89615 -0.92749 0.19
H 0.68135 0.37491 -2.06723 0.16
H 2.20930 -0.17374 -1.11010 0.16
H 0.06464 1.50989 0.58016 0.12
H 2.01110 1.26235 0.75196 0.15
H 0.42267 3.19246 -0.68992 0.13
```

Version ii
This record from the Open Molecules 2025 dataset describes a 2-piece molecular cluster, C4H12NO overall. The level of theory is the ωB97M-V functional and the def2-TZVPD basis.

Results
Charge: +1

```
18
Properties=species:S:1:pos:R:3:lowdin_charge:R:1
C 0.86188 -2.25469 1.09135 -0.12
C 0.92845 -1.55022 -0.22418 -0.20
C -0.07394 -0.32194 -0.12197 -0.06
C 0.40803 0.60601 0.68501 -0.08
N -0.16697 2.06832 0.74405 0.20
H 1.01591 -1.57588 1.97573 0.08
H -0.09881 -2.56860 1.25988 0.05
H 1.50050 -3.10646 1.16747 0.08
H 1.98023 -1.22241 -0.42383 0.13
H 0.64528 -2.37474 -0.92266 0.13
H -1.02192 -0.74934 -0.26385 0.12
H 0.72336 0.25291 1.68803 0.13
H 0.02271 2.45974 -0.18064 0.15
H 0.30472 2.46063 1.59051 0.18
H -1.14163 2.09317 0.89189 0.13
H -2.21486 1.03128 -1.42734 0.07
H -1.77350 1.44646 -2.84447 0.05
O -1.43997 1.06250 -2.03754 -0.06
```

Version iii
This record from the Open Molecules 2025 dataset describes an isolated ion of composition C4H12NO and charge +1. The level of theory is the ωB97M-V functional and the def2-TZVPD basis.

Results
SMILES: C[C@H]([NH3+])[C@@H](C)O
Charge: +1

```
18
Properties=species:S:1:pos:R:3:lowdin_charge:R:1
C -0.39385 0.05567 1.74245 -0.03
C -0.61666 0.49804 0.33429 -0.29
N -1.53403 -0.40573 -0.42712 0.23
C 0.68439 0.57690 -0.52381 -0.37
C 1.60523 -0.61767 -0.41123 -0.03
O 0.17445 0.66311 -1.86791 -0.05
H -0.13183 0.80596 2.49119 0.11
H 0.32892 -0.74584 1.89064 0.09
H -1.31605 -0.33670 2.18877 0.09
H -1.02270 1.49961 0.23106 0.16
H -1.61707 -0.15207 -1.40541 0.16
H -2.47078 -0.40540 -0.01356 0.18
H -1.28894 -1.39277 -0.34121 0.17
H 1.21464 1.47507 -0.20620 0.16
H 2.22013 -0.62821 0.48401 0.09
H 2.30213 -0.53900 -1.24870 0.10
H 1.05948 -1.55246 -0.54610 0.09
H 0.80254 1.20148 -2.37116 0.12
```

What should be chosen as the most stable of them? Choose version iii.

Version i
This record from the Open Molecules 2025 dataset describes a 2-piece molecular cluster, C3H9N2O2S overall. The level of theory is the ωB97M-V functional and the def2-TZVPD basis.

Results
Charge: -1

```
17
Properties=species:S:1:pos:R:3:lowdin_charge:R:1
C 0.56153 1.29947 0.50502 -0.31
C 1.83356 0.67658 0.06930 -0.74
S 2.59460 -0.49242 1.33692 0.05
N -0.45303 1.34493 -0.55997 0.06
C -1.68222 0.71572 -0.63489 -0.55
N -1.99132 -0.30794 0.30958 0.15
O -2.44024 1.02563 -1.56994 -0.02
H 0.12504 0.77158 1.50780 0.12
H 0.77627 2.32233 0.87946 0.10
H 1.88580 0.06179 -0.76103 -0.02
H 2.67761 1.34946 -0.08062 0.02
H -0.15259 1.66548 -1.38759 0.08
H -1.27559 -0.87600 0.68694 0.04
H -2.87020 -0.77317 0.15574 0.09
H -0.45369 -2.55903 0.28113 0.00
H 0.88544 -2.89989 -0.55430 0.10
O -0.02098 -3.32451 -0.18355 -0.17
```

Version ii
This record from the Open Molecules 2025 dataset describes a 2-piece molecular cluster, C3H9N2O2S overall. The level of theory is the ωB97M-V functional and the def2-TZVPD basis.

Results
Charge: -1

```
17
Properties=species:S:1:pos:R:3:lowdin_charge:R:1
C -0.82548 -0.16417 -0.44500 -0.34
C -1.81338 0.69976 0.36969 -0.76
S -2.52571 -0.25910 1.75971 0.10
N 0.35945 0.55845 -0.86349 0.05
C 1.45034 0.06837 -1.49869 -0.63
N 1.48057 -1.32834 -1.55770 0.14
O 2.35154 0.77610 -1.91221 0.01
H -0.67054 -1.15884 -0.00471 0.07
H -1.50789 -0.39891 -1.27739 0.10
H -1.22225 1.49795 0.85392 0.02
H -2.62914 1.16224 -0.18989 0.03
H 0.40689 1.52039 -0.55903 0.13
H 0.61393 -1.75220 -1.82658 0.07
H 2.31855 -1.78226 -1.85152 0.08
H 0.51953 0.89961 3.16526 0.01
H 0.71093 -0.42322 2.53853 0.00
O 0.98266 0.08416 3.29911 -0.08
```

What should be chosen as the most stable of them? Choose version ii.

Version i
This record from the Open Molecules 2025 dataset describes a 2-piece molecular cluster, C4H14N2O overall. The level of theory is the ωB97M-V functional and the def2-TZVPD basis.

Results
⟨S²⟩: 0.75
Charge: +1
Spin multiplicity: 2

```
21
Properties=species:S:1:pos:R:3:lowdin_charge:R:1
C -2.48575 0.72995 -1.50233 -0.11
N -1.96115 1.34694 -0.30370 -0.09
C -0.55399 1.60861 -0.32556 -0.23
C 0.30162 0.37605 0.02652 -0.16
N 0.17875 0.06716 1.43408 0.13
C 0.90454 -1.08113 1.92994 0.00
H -2.27352 -0.34398 -1.59972 0.08
H -3.55096 0.87164 -1.60107 0.09
H -2.01948 1.10644 -2.43316 0.09
H -2.45959 2.20508 -0.11301 0.12
H -0.29049 2.35726 0.43540 0.13
H -0.15330 1.96105 -1.27351 0.12
H 1.27991 0.62756 -0.40385 0.16
H -0.08175 -0.50142 -0.50808 0.14
H 0.23568 0.91911 1.94080 0.15
H 1.03221 -1.02541 3.01105 0.11
H 1.85799 -1.18951 1.42158 0.10
H 0.26672 -1.94865 1.72866 0.13
H 3.21444 -1.94974 -0.93439 0.03
H 3.64957 -3.36849 -0.39293 0.05
O 2.90855 -2.76851 -0.53673 -0.06
```

Version ii
This record from the Open Molecules 2025 dataset describes a 2-piece molecular cluster, C4H14N2O overall. The level of theory is the ωB97M-V functional and the def2-TZVPD basis.

Results
⟨S²⟩: 0.76
Charge: +1
Spin multiplicity: 2

```
21
Properties=species:S:1:pos:R:3:lowdin_charge:R:1
C 1.16395 2.36787 -1.22044 -0.08
N 0.11346 1.39911 -0.95585 -0.03
C 0.44523 0.43143 0.09194 -0.16
C 0.20328 -1.07218 -0.19042 -0.17
N 1.36644 -1.70544 -0.64677 0.02
C 1.68999 -3.07786 -0.33378 -0.03
H 0.96390 3.03135 -2.04084 0.09
H 2.13417 1.90960 -1.38953 0.09
H 1.32731 2.95077 -0.32572 0.09
H -0.05812 0.89019 -1.81744 0.12
H 1.41337 0.70942 0.51731 0.13
H -0.27156 0.68486 0.89242 0.15
H -0.18895 -1.45690 0.72808 0.13
H -0.59067 -1.15313 -0.94939 0.15
H 1.56496 -1.49326 -1.61688 0.16
H 2.75237 -3.29064 -0.37540 0.10
H 1.41592 -3.27307 0.70237 0.10
H 1.11077 -3.75680 -0.95638 0.12
H -6.06535 2.00009 3.86696 0.03
H -5.10978 2.29762 2.70044 0.03
O -5.38070 1.60695 3.31933 -0.07
```

Version iii
This record from the Open Molecules 2025 dataset describes a 2-piece molecular cluster, C4H14N2O overall. The level of theory is the ωB97M-V functional and the def2-TZVPD basis.

Results
⟨S²⟩: 0.76
Charge: +1
Spin multiplicity: 2

```
21
Properties=species:S:1:pos:R:3:lowdin_charge:R:1
C 1.16394 -0.63539 1.12994 -0.20
N 2.58574 -0.70750 0.95935 0.25
C 0.53766 0.22594 -0.03139 -0.11
C -0.97653 0.27269 0.23544 -0.18
C -1.36785 1.67943 0.72017 -0.26
N -2.75692 1.80845 1.08214 0.05
H 0.90464 -0.30058 2.12235 0.13
H 0.78291 -1.65779 1.21013 0.14
H 2.79138 -1.16092 0.07759 0.14
H 3.10726 0.15047 1.12090 0.15
H 0.79711 -0.28781 -0.96156 0.12
H 1.00335 1.20147 0.06520 0.12
H -1.42765 -0.51164 0.85402 0.12
H -1.39799 -0.13785 -0.68285 0.12
H -0.79959 1.79687 1.63766 0.11
H -1.07129 2.41562 -0.01519 0.13
H -3.18561 0.91468 1.30744 0.09
H -3.36463 2.22422 0.39466 0.09
H 1.31242 -2.91934 -3.30772 0.03
H 0.23856 -2.02106 -3.85020 0.03
O 1.12309 -2.34996 -4.06811 -0.06
```

What should be chosen as the most stable of them? Choose version i.